C49H74GeHgN6O2P2SeSi as an isolated structure, computed with the ωB97M-V functional and the def2-TZVPD basis.

Its electronic energy is -7994.45299 Ha. The value obtained for the HOMO-LUMO gap (spin up / spin down) is 4.49 / 6.63 eV. As for the energy above the lowest of the compared OMol25 structures with the same formula, charge and spin: 0.00 kcal/mol. The HOMO energy (spin up / spin down) is -0.0900 / -0.1685 hartree.

```
! wB97M-V def2-TZVPD RIJCOSX def2/J DEFGRID3
* xyz -1 2
H 3.144 -4.598 -0.068
C -2.896 -4.265 -3.128
C 0.861 0.368 4.662
H 2.954 -1.520 -4.366
H -1.959 2.142 4.516
H 1.256 -4.406 4.745
H 4.114 0.929 3.430
C 2.482 -5.436 0.115
H 2.296 -0.653 -2.971
H 0.465 -2.077 -1.918
C -1.078 -0.075 3.370
C -3.938 -4.343 0.609
H 2.699 4.042 -2.588
C -1.103 1.686 5.013
C -0.618 6.449 0.849
C -1.794 6.027 1.741
H 2.735 5.396 0.847
H 1.920 -2.348 -1.069
H -2.845 -6.165 0.945
H -2.267 -0.733 -3.132
H -4.747 -2.372 0.333
H -1.284 3.938 -2.195
C -1.078 7.619 -0.029
H 0.150 7.729 2.413
H -0.652 -5.056 0.964
C 0.897 -2.732 -1.151
C -2.274 0.185 -2.546
H 3.668 -3.874 4.572
H -3.100 2.438 -0.037
C -3.182 1.689 0.748
N 1.772 1.092 0.362
H 2.112 1.565 -0.465
H 2.165 -8.094 2.185
H 1.468 -0.126 3.897
C 1.620 5.085 -1.014
C 0.526 -6.703 -0.438
H 2.840 6.480 -2.140
C -3.015 -5.445 -3.846
C -2.783 -5.093 0.805
H 1.000 4.358 -2.980
Ge 0.889 -0.156 -5.025
C -2.611 -2.344 0.466
N 3.818 1.874 3.216
C 3.457 -2.899 2.669
H -2.368 4.988 -1.286
H -1.367 8.466 0.607
C 1.228 -2.860 1.725
H -0.293 7.970 -0.703
H 0.179 -8.451 0.751
H -1.626 -3.005 -1.974
H 0.452 0.658 -7.413
Si -0.122 4.905 -0.194
C -2.231 0.433 2.536
C 1.639 -3.892 3.873
H -2.856 0.954 -3.051
C 2.583 -2.527 1.662
C -4.566 0.132 1.935
H 0.646 2.165 -4.012
Hg -0.449 2.858 1.150
C 1.683 4.083 -2.172
C -1.912 -6.279 -3.981
C -0.704 -5.930 -3.399
C -2.064 1.422 1.549
C 1.351 0.421 -6.843
C -3.853 -2.970 0.450
N 1.455 3.480 3.571
C 1.340 -5.598 -0.672
H -1.989 -7.195 -4.553
Se -0.475 0.846 -2.232
C 2.522 -0.575 -4.035
O 0.337 4.115 3.539
C 1.886 6.476 -1.594
C -1.688 -3.928 -2.532
C -1.446 -3.092 0.621
H -2.549 -1.265 0.372
H -0.289 -3.745 2.964
H -3.745 -3.602 -3.017
H -5.521 -0.351 2.109
H -2.188 6.901 2.275
C 2.771 -6.314 1.146
H -5.248 1.309 0.270
H 1.891 -0.367 -7.370
C 2.728 4.731 -0.018
H 2.601 3.718 0.370
H -2.708 0.003 -1.565
H 1.105 6.782 -2.295
H 3.703 0.925 0.994
H -1.946 7.355 -0.637
N 1.643 2.627 2.526
H 0.604 -0.390 5.430
H 1.983 1.310 -6.815
C -3.471 -0.172 2.733
O 2.167 3.397 4.655
C -1.344 4.888 -1.658
H 1.348 0.201 0.141
C 1.942 -7.403 1.381
C 2.685 1.887 2.420
C 0.828 -7.601 0.578
H -2.617 5.595 1.162
H 3.263 0.215 -4.173
C 0.515 6.919 1.767
H -1.474 5.294 2.485
N 2.757 0.962 1.356
H -1.465 -0.832 4.086
H 3.711 4.798 -0.503
H 3.641 -6.144 1.767
H -0.383 -0.603 2.707
H 2.962 -1.947 0.829
C -0.579 -4.760 -2.645
H 1.955 7.236 -0.814
N -0.318 0.941 4.053
H -1.214 -1.474 -5.628
H 0.213 -2.517 -5.696
H -0.494 2.487 5.429
H 0.858 6.110 2.416
C 2.989 -3.592 3.778
H -3.575 -0.911 3.522
C -0.274 -1.721 -5.131
H 0.159 -6.575 -3.532
H 1.405 3.076 -1.845
H 1.364 7.315 1.204
H -0.506 -2.110 -4.140
H 4.503 -2.628 2.597
H -3.959 -5.711 -4.306
H -1.476 1.037 5.831
C -0.017 1.302 -4.080
H -0.927 1.637 -4.580
C -1.547 -4.470 0.813
P 1.088 -4.364 -2.006
C -4.413 1.056 0.916
H 1.454 1.157 5.125
C 0.765 -3.524 2.858
P 0.116 -2.168 0.446
H -4.904 -4.833 0.595
H -0.368 -6.852 -1.030
H -1.168 5.702 -2.368
H 3.592 2.425 4.056
*
```